A cluster of 2 separate species, C17H30N4O2 in total in a non-equilibrium geometry, computed with wB97M-V/def2-TZVPD.

Output
Kohn-Sham gap: 6.93 eV
Energy above the lowest of the compared OMol25 structures with the same formula, charge and spin: 57.1 kJ/mol
Total energy: -28172.661 eV
Max |F|: 1.83 eV/Å
Multiplicity: 1

Each atom is followed by the atoms it is bonded to, with distances in Å.
Geometry (Å):
1 C -3.735 -2.790 -1.841  N2 1.457, H14 1.089, H15 1.091, H16 1.091
2 N -2.406 -2.566 -1.287  C1 1.457, C3 1.339, H17 1.009
3 C -1.778 -1.444 -0.914  N2 1.339, O4 1.229, C5 1.559
4 O -0.655 -1.594 -0.436  C3 1.229
5 C -2.298 0.011 -1.113  C3 1.559, C6 1.547, N10 1.481, H18 1.090
6 C -2.854 0.666 0.174  C5 1.547, C7 1.541, H19 1.091, H20 1.090
7 C -1.933 0.644 1.410  C6 1.541, C8 1.530, C9 1.529, H21 1.089
8 C -0.625 1.409 1.193  C7 1.530, H22 1.090, H23 1.089, H24 1.089
9 C -2.657 1.291 2.591  C7 1.529, H25 1.090, H26 1.090, H27 1.090
10 N -3.170 0.330 -2.267  C5 1.481, C11 1.337, H28 1.006
11 C -4.494 0.197 -2.399  N10 1.337, C12 1.511, O13 1.222
12 C -5.060 0.557 -3.754  C11 1.511, H29 1.088, H30 1.090, H31 1.088
13 O -5.253 -0.176 -1.517  C11 1.222
14 H -3.837 -2.295 -2.806  C1 1.089
15 H -3.892 -3.860 -1.990  C1 1.091
16 H -4.496 -2.432 -1.145  C1 1.091
17 H -1.865 -3.396 -1.097  N2 1.009
18 H -1.383 0.562 -1.330  C5 1.090
19 H -3.115 1.702 -0.046  C6 1.091
20 H -3.767 0.142 0.453  C6 1.090
21 H -1.704 -0.385 1.682  C7 1.089
22 H -0.047 1.421 2.117  C8 1.090
23 H -0.835 2.434 0.889  C8 1.089
24 H -0.022 0.920 0.430  C8 1.089
25 H -2.881 2.334 2.369  C9 1.090
26 H -3.588 0.759 2.789  C9 1.090
27 H -2.031 1.239 3.481  C9 1.090
28 H -2.695 0.683 -3.081  N10 1.006
29 H -4.608 -0.074 -4.516  C12 1.088
30 H -6.137 0.397 -3.740  C12 1.090
31 H -4.854 1.605 -3.965  C12 1.088
32 C 6.317 1.142 -0.030  C33 1.510, H42 1.094, H43 1.094, H44 1.094
33 C 5.047 0.480 0.448  C32 1.510, C34 1.403, C40 1.410
34 C 4.341 -0.367 -0.420  C33 1.403, C35 1.396, H45 1.084
35 C 3.149 -0.976 -0.024  C34 1.396, N36 1.393, C37 1.407
36 N 2.464 -1.775 -0.935  C35 1.393, H46 1.022, H47 1.016
37 C 2.652 -0.752 1.273  C35 1.407, N38 1.394, C39 1.396
38 N 1.451 -1.317 1.701  C37 1.394, H48 1.015, H49 1.024
39 C 3.360 0.075 2.147  C37 1.396, C40 1.404, H50 1.084
40 C 4.550 0.703 1.749  C33 1.410, C39 1.404, C41 1.510
41 C 5.275 1.606 2.718  C40 1.510, H51 1.094, H52 1.094, H53 1.094
42 H 7.160 0.847 0.602  C32 1.094
43 H 6.546 0.855 -1.061  C32 1.094
44 H 6.213 2.230 0.005  C32 1.094
45 H 4.716 -0.548 -1.421  C34 1.084
46 H 1.471 -1.932 -0.748  N36 1.022
47 H 2.766 -1.749 -1.905  N36 1.016
48 H 1.050 -0.953 2.561  N38 1.015
49 H 0.795 -1.603 0.969  N38 1.024
50 H 2.974 0.238 3.147  C39 1.084
51 H 6.277 1.216 2.920  C41 1.094
52 H 4.738 1.676 3.668  C41 1.094
53 H 5.365 2.614 2.302  C41 1.094